This record from OMol25 describes an isolated ion of composition C2H2FOS and charge -1 in a non-equilibrium geometry. The level of theory is ωB97M-V/def2-TZVPD.

**Molar mass**: 93.1 Da
**HOMO**: -0.1177 Ha
**2S+1**: 1
**Max |F|**: 4.46 eV Å⁻¹
**Charge**: -1
**SMILES**: [O-]C(=S)CF
**Energy above the lowest of the compared OMol25 structures with the same formula, charge and spin**: 12.0 kcal per mole

Positions of all 7 atoms, in Å:
C1 -0.106 0.768 -0.667
C2 0.084 -0.592 0.557
O1 0.595 1.702 -0.511
F1 1.297 -0.362 1.166
S1 -1.213 0.340 -1.818
H1 0.159 -1.553 -0.006
H2 -0.815 -0.302 1.280

Cartesian forces (eV/Å) of the 3 atoms listed first:
-0.1673 -4.0766 1.8100
-1.5461 3.1473 -1.4818
1.4957 2.0819 0.6056